[1]
# C45H102ClN6O21

A cluster of 9 separate species, C45H102ClN6O21 in total at a distorted geometry (ωB97M-V/def2-TZVPD, OMol25).

Last column: Mulliken spin population.
Element x y z (Å)
Cl: -5.896450 20.305997 -12.102969  0.000
O: -7.202009 20.104979 -11.504960  0.010
O: -5.141042 19.112738 -12.015964  0.001
O: -5.913248 20.793043 -13.462810  0.000
O: -5.098194 21.225257 -11.315550  0.000
C: -8.899149 22.974373 -11.454981  0.000
C: -10.037221 22.001566 -11.446936  0.000
O: -11.078289 22.792670 -12.022670  0.000
C: -10.781932 24.099008 -12.070425  0.000
O: -11.544931 24.924781 -12.579861  0.000
O: -9.580740 24.224826 -11.514888  0.000
H: -8.106566 22.861187 -12.194641  0.000
H: -8.466892 22.972696 -10.454355  0.000
H: -10.261831 21.636117 -10.444890  0.000
H: -9.754033 21.098000 -11.986821  -0.001
C: -8.976519 16.798406 -11.990890  0.000
C: -7.727780 16.611759 -11.211123  -0.005
O: -8.065978 15.515189 -10.296644  0.000
C: -9.197043 14.898272 -10.704136  0.000
O: -9.667271 13.856814 -10.228594  0.000
O: -9.761760 15.611056 -11.698129  0.000
H: -8.783853 16.683187 -13.057522  0.000
H: -9.533897 17.667698 -11.641934  0.000
H: -7.605407 17.477721 -10.560559  0.001
H: -6.822380 16.424518 -11.788433  0.000
C: -10.350300 17.684552 -8.488638  0.048
C: -9.614618 18.461452 -7.353315  -0.043
C: -9.309852 17.419701 -6.263812  0.023
C: -8.213743 17.813885 -5.278186  -0.015
C: -6.933910 18.225238 -5.950977  0.029
C: -7.180123 19.318117 -7.099649  -0.022
N: -8.374385 19.112658 -7.831312  0.636
O: -8.481121 19.981871 -8.875654  0.065
C: -7.294855 20.601433 -6.297844  0.109
C: -5.965325 19.300382 -7.943714  0.054
C: -10.649116 19.484364 -6.687262  0.079
H: -10.278038 18.229354 -9.429954  -0.006
H: -11.420163 17.823702 -8.333319  -0.004
H: -10.116534 16.630581 -8.638913  0.000
H: -10.209274 17.145786 -5.712338  -0.002
H: -9.024622 16.482673 -6.742056  -0.002
H: -8.004385 16.968997 -4.622122  0.001
H: -8.680114 18.614076 -4.703474  0.002
H: -6.403219 17.401886 -6.429063  -0.003
H: -6.269310 18.425583 -5.110588  -0.001
H: -6.312583 21.035633 -6.111555  0.005
H: -7.740524 21.366857 -6.933146  -0.003
H: -7.818377 20.609617 -5.341822  -0.002
H: -4.980166 19.213621 -7.485413  0.005
H: -6.008043 18.515510 -8.698865  -0.002
H: -5.817926 20.218493 -8.512444  0.004
H: -10.244066 20.062041 -5.856403  0.002
H: -11.518100 18.962324 -6.286727  0.003
H: -10.954444 20.150935 -7.493835  -0.002
H: -8.074384 19.519006 -9.611800  0.032
C: -5.272878 22.639500 -16.244203  0.000
O: -6.268021 23.101704 -17.143057  0.000
C: -7.651752 22.782961 -16.765939  0.000
C: -8.135612 23.431440 -15.422073  0.000
N: -7.884745 24.876470 -15.515774  0.000
C: -8.502407 25.755590 -14.586075  0.000
C: -7.826065 27.149169 -14.529008  0.000
O: -7.994048 27.699861 -15.835260  0.000
C: -6.995940 28.662527 -16.150993  0.000
H: -4.362048 22.678143 -16.841697  0.000
H: -5.483557 21.617026 -15.930745  0.000
H: -5.339967 23.289117 -15.371505  0.000
H: -7.856654 21.713309 -16.810186  0.000
H: -8.282478 23.313500 -17.479257  0.000
H: -7.476905 23.059717 -14.637193  0.000
H: -9.189200 23.275721 -15.190115  0.000
H: -7.766543 25.220403 -16.458026  0.000
H: -8.261801 25.317849 -13.617260  0.000
H: -9.569797 25.723700 -14.804612  0.000
H: -6.786564 27.183962 -14.202929  0.000
H: -8.362900 27.764985 -13.807420  0.000
H: -7.077175 28.876075 -17.216776  0.000
H: -5.994062 28.255282 -16.015060  0.000
H: -7.076934 29.522813 -15.486569  0.000
C: -13.387701 19.009171 -14.674089  0.000
O: -12.014207 19.351046 -14.967198  0.000
C: -11.135169 18.236449 -15.024705  0.000
C: -9.712819 18.724383 -15.211167  0.000
N: -8.770671 17.548866 -15.334000  0.000
C: -7.350522 17.973517 -15.559859  0.000
C: -7.090577 18.496425 -16.957810  0.000
O: -7.137634 17.415850 -17.952612  0.000
C: -6.733277 17.788296 -19.276193  0.000
H: -13.601189 18.739947 -13.639653  0.000
H: -13.756011 18.220120 -15.329712  0.000
H: -14.028016 19.841550 -14.966031  0.000
H: -11.475250 17.620740 -15.857383  0.000
H: -11.225182 17.538324 -14.192476  0.000
H: -9.405894 19.511927 -14.522924  0.000
H: -9.786609 19.258688 -16.158355  0.000
H: -8.977693 16.992240 -16.150956  0.000
H: -6.718188 17.126188 -15.294742  0.000
H: -7.075989 18.769467 -14.867618  0.000
H: -6.068153 18.865664 -17.037924  0.000
H: -7.753075 19.280917 -17.323544  0.000
H: -5.693617 18.115656 -19.269232  0.000
H: -7.196611 18.712989 -19.620225  0.000
H: -6.734932 16.970100 -19.996365  0.000
C: 3.280787 21.092544 -9.893729  0.000
O: 1.821570 21.375749 -9.938368  0.000
C: 1.546256 22.636241 -9.326978  0.000
C: 0.073552 22.875979 -9.412094  0.000
N: -0.343850 22.543624 -10.815072  0.000
C: -1.689218 23.105916 -11.083370  0.000
C: -2.146825 22.812382 -12.545395  0.000
O: -1.565564 21.608410 -13.010563  0.000
C: -2.171075 21.299337 -14.295339  0.000
H: 3.687341 20.784637 -8.930393  0.000
H: 3.968641 21.741992 -10.435175  0.000
H: 3.411507 20.257055 -10.581468  0.000
H: 2.103438 23.379343 -9.897448  0.000
H: 1.829617 22.703002 -8.276572  0.000
H: -0.178584 23.896228 -9.122916  0.000
H: -0.499012 22.311615 -8.676055  0.000
H: 0.227638 23.213573 -11.309719  0.000
H: -1.498449 24.164933 -10.909563  0.000
H: -2.477472 22.849525 -10.375552  0.000
H: -1.737705 23.581283 -13.200769  0.000
H: -3.229036 22.855052 -12.668243  0.000
H: -3.238160 21.077137 -14.287812  0.000
H: -1.606873 20.474813 -14.731164  0.000
H: -1.993254 22.058045 -15.057472  0.000
C: -1.225990 14.901918 -15.123259  0.000
O: -1.750975 14.627682 -13.852558  0.000
C: -0.800707 14.094659 -12.919465  0.000
C: -1.472960 13.790899 -11.562309  0.000
N: -1.685945 14.926778 -10.634030  0.000
C: -2.079323 14.442544 -9.318729  0.000
C: -2.520808 15.607933 -8.450519  0.000
O: -3.285061 16.560442 -9.142901  -0.001
C: -4.658706 16.214566 -9.478266  0.001
H: -0.667858 15.828049 -14.985954  0.000
H: -1.946133 15.188299 -15.889727  0.000
H: -0.547327 14.108970 -15.437515  0.000
H: -0.079982 14.860700 -12.633411  0.000
H: -0.247949 13.239373 -13.308102  0.000
H: -0.799681 13.013683 -11.200736  0.000
H: -2.434382 13.308005 -11.737196  0.000
H: -0.768655 15.344312 -10.699917  0.000
H: -1.249725 13.933929 -8.827627  0.000
H: -2.923131 13.756963 -9.396684  0.000
H: -1.662563 16.146978 -8.049332  0.000
H: -3.190560 15.290434 -7.651326  0.000
H: -5.331255 16.155668 -8.622514  0.000
H: -4.694998 15.182992 -9.828451  0.000
H: -5.030585 16.872358 -10.263826  0.000
C: 0.687282 19.537207 -7.957532  0.000
O: -0.263106 19.993449 -8.914399  0.000
C: -1.542788 19.620668 -8.445841  0.000
C: -2.586898 19.890387 -9.567143  -0.002
N: -1.949394 19.828521 -10.952720  0.000
C: -1.900669 18.341465 -11.225332  -0.001
C: -1.299052 18.089028 -12.613709  0.000
O: -0.263168 19.044060 -12.806705  0.000
C: 0.615789 18.585420 -13.891348  0.000
H: 0.664083 18.450587 -7.874936  0.000
H: 0.417883 19.828914 -6.942427  0.000
H: 1.705365 19.862705 -8.171200  0.000
H: -1.812401 20.175224 -7.547029  0.000
H: -1.625740 18.561037 -8.204163  0.000
H: -2.916416 20.909725 -9.365972  0.000
H: -3.390154 19.215266 -9.272019  0.002
H: -2.787835 20.048661 -11.471026  0.000
H: -2.866435 17.841876 -11.149170  0.000
H: -1.240802 17.788117 -10.557148  0.000
H: -2.108974 18.203748 -13.334110  0.000
H: -0.979394 17.047706 -12.574093  0.000
H: 0.710965 17.504503 -13.994579  0.000
H: 1.520065 19.174864 -13.739928  0.000
H: 0.177776 18.955324 -14.818405  0.000

Atoms 1-2, force components in eV/Å:
3.7 1.6 0.6
-1.2 0.1 -0.2

Its multiplicity is 2. The value obtained for the frontier orbital gap (alpha / beta) is 0.266 / 0.114 Ha. As for the charge: 0.

=====

[2]
# C45H53BrN2O4

A cluster of 4 separate species, C45H53BrN2O4 in total at a distorted geometry (ωB97M-V/def2-TZVPD, OMol25).

Last column: Mulliken charge in e.
Element x y z (Å)
O: -0.706122 -0.823839 3.934610  -0.489
C: -0.064004 0.025120 3.370733  0.120
O: 1.202545 0.283167 3.865969  -0.235
C: 1.492898 1.703581 3.949797  -0.837
C: 1.931998 2.349054 2.580825  -0.161
N: 3.376728 2.233396 2.313182  -0.022
C: 3.794307 2.537466 0.942160  0.205
O: 4.357345 3.512312 0.552636  -0.547
C: 3.343723 1.229545 0.209097  0.105
C: 2.937770 0.957389 -1.155422  -0.864
C: 2.534036 -0.436365 -1.440501  0.067
Br: 1.971198 -0.867417 -3.274316  -0.158
C: 2.537181 -1.499151 -0.403853  0.545
C: 2.047966 -2.954165 -0.759960  -0.718
C: 0.446301 -2.872862 -0.674834  0.126
C: -0.225455 -4.214830 -0.210346  -0.807
C: -1.799132 -3.985583 -0.184172  -0.837
C: -2.242430 -2.788207 0.741257  0.377
C: -3.649765 -2.960315 1.418467  -0.710
C: -3.783625 -2.038558 2.708092  -0.981
C: -3.762564 -0.487416 2.351711  0.752
C: -5.115155 0.244895 2.760539  -0.939
C: -5.465762 1.444723 1.789976  -0.592
C: -6.307568 0.955538 0.533650  -0.959
C: -5.421952 0.235997 -0.554053  -0.175
N: -4.353536 1.090977 -1.099027  0.434
C: -3.168064 0.533423 -1.598429  -0.455
C: -2.347662 1.646519 -2.051834  -0.467
C: -3.072631 2.923102 -1.774457  -0.867
C: -4.330071 2.483255 -1.187320  -0.183
C: 2.996273 -1.210333 0.976844  -0.362
C: 3.386102 0.158129 1.244191  0.424
C: 3.912957 0.880151 2.528465  -0.155
O: 4.596243 0.521914 3.434057  -0.527
H: -0.510746 0.503521 2.457602  0.400
H: 0.551029 2.200638 4.320680  0.376
H: 2.343548 1.844230 4.674111  0.357
H: 1.273858 1.909507 1.778568  0.294
H: 1.650906 3.441998 2.643051  0.400
H: 2.930654 1.769308 -1.912940  0.496
H: 2.429682 -3.635036 0.043738  0.031
H: 2.369716 -3.236550 -1.791668  0.473
H: 0.024236 -2.463909 -1.634264  0.105
H: 0.247082 -2.071071 0.097988  0.129
H: 0.075888 -4.509213 0.828072  0.329
H: 0.062151 -5.019830 -0.940024  0.356
H: -2.091596 -3.700885 -1.241262  0.224
H: -2.350510 -4.942159 0.037039  0.430
H: -1.472865 -2.675518 1.557562  0.080
H: -2.239658 -1.836899 0.140425  -0.136
H: -3.784381 -4.022611 1.765903  0.433
H: -4.513127 -2.685159 0.751867  0.134
H: -4.754780 -2.252501 3.226044  0.429
H: -2.937031 -2.223589 3.428032  0.315
H: -2.959907 -0.018110 2.993452  -0.163
H: -3.466332 -0.286773 1.287750  -0.179
H: -5.011286 0.686921 3.792004  0.351
H: -5.976060 -0.484012 2.837060  0.372
H: -4.526126 1.967392 1.448863  0.334
H: -6.069466 2.237338 2.323504  0.370
H: -7.047842 0.200894 0.905950  0.475
H: -6.880442 1.822171 0.104627  0.328
H: -4.986170 -0.726329 -0.187426  -0.080
H: -6.110489 -0.025224 -1.406861  0.354
H: -2.942712 -0.550506 -1.642134  0.344
H: -1.342445 1.581949 -2.533131  0.501
H: -2.744183 3.965793 -1.991397  0.397
H: -5.183371 3.105244 -0.826020  0.275
H: 3.014701 -1.966951 1.789790  0.542
C: 3.542087 6.307483 1.365286  -0.194
C: 3.943114 7.371998 2.164425  -0.609
C: 3.059941 8.410531 2.435679  -0.291
C: 1.775730 8.387313 1.904226  -0.420
C: 1.377183 7.327988 1.097940  -0.439
C: 2.259472 6.287631 0.829691  -0.382
H: 4.227544 5.494861 1.158929  0.509
H: 4.945314 7.391558 2.577065  0.369
H: 3.372237 9.238657 3.061639  0.362
H: 1.086066 9.195706 2.117625  0.349
H: 0.377414 7.312584 0.678397  0.368
H: 1.947643 5.459786 0.201995  0.424
C: 5.249303 -5.229453 1.221875  -0.265
C: 6.589999 -5.130745 0.871010  -0.488
C: 7.162050 -6.082745 0.036126  -0.339
C: 6.394215 -7.136684 -0.444834  -0.380
C: 5.055702 -7.240782 -0.086742  -0.427
C: 4.482297 -6.286920 0.745042  -0.340
H: 4.801483 -4.482890 1.868069  0.397
H: 7.189672 -4.310327 1.248134  0.373
H: 8.207044 -6.003642 -0.240096  0.362
H: 6.839805 -7.877783 -1.097958  0.355
H: 4.458256 -8.066044 -0.457025  0.364
H: 3.437233 -6.366878 1.022667  0.397
C: -2.744975 1.240963 -7.196822  -0.414
C: -1.527763 1.177648 -7.864908  -0.366
C: -0.442529 0.542320 -7.274112  -0.462
C: -0.573782 -0.026397 -6.012900  -0.376
C: -1.787985 0.044748 -5.341300  -0.150
C: -2.874102 0.676903 -5.933187  -0.404
H: -3.593095 1.731061 -7.660582  0.364
H: -1.425211 1.623612 -8.847589  0.355
H: 0.505882 0.490215 -7.796376  0.374
H: 0.270768 -0.524044 -5.551382  0.217
H: -1.888447 -0.393461 -4.354699  0.437
H: -3.821567 0.730550 -5.409598  0.384

Atoms 1-2, force components in eV/Å:
0.3 0.5 -0.7
-0.2 -1.5 1.2

The value obtained for the frontier orbital gap is 0.285 Ha. The SMILES is O=COCCN1C(=O)c2cc(Br)c(CCCCCCCCCCCCn3cccc3)cc2C1=O.c1ccccc1.c1ccccc1.c1ccccc1. As for the charge: 0.